(1)
68
Properties=species:S:1:pos:R:3:forces:R:3 method="wB97M-V/def2-TZVPD" mol_weight_g_mol=492.58 total_charge=0 max_force_ha_per_bohr=0.0226 orbital_gap_ev=9.2327 e_tot_ev=-44716.985 lumo_energy_ev=0.7 multiplicity=1 homo_energy_ev=-8.51 smiles="Cc1cc(NC(=O)CCC(=O)N(Cc2ccco2)[C@@H](C(=O)NC2CCCC2)c2ccccc2C)no1" relative_energy_kj_mol=279.4
C -1.6792 4.8496 -2.7211 0.2397 -0.1351 0.0204
C -1.5852 3.4103 -2.3783 -0.5089 -0.5155 0.1438
C -2.5335 2.4713 -2.1025 0.4069 0.2940 -0.0827
C -1.7794 1.2911 -1.8599 0.2375 1.0033 -0.1860
N -0.4912 1.5327 -1.9795 -0.1094 -1.1231 0.2870
O -0.3648 2.8492 -2.3072 -0.2379 0.7601 -0.1845
N -2.2218 0.0333 -1.5331 0.3332 -0.2702 -0.2134
C -3.4418 -0.2466 -0.9941 0.0152 -0.3467 -0.1495
O -4.3179 0.5781 -0.8399 -0.1923 0.1690 0.1102
C -3.5990 -1.6963 -0.5702 -0.1387 0.1089 0.1197
H -4.6550 -1.9512 -0.6748 0.0997 0.0678 -0.0637
H -3.0047 -2.3499 -1.2092 -0.0220 -0.0547 -0.0121
C -3.1892 -1.9172 0.9006 0.0387 -0.1638 -0.0432
C -1.6794 -2.0459 1.0202 -0.3981 -0.0611 0.3048
O -1.1582 -3.1464 1.0031 -0.0023 -0.2676 -0.1177
N -0.9248 -0.9174 1.0962 0.4563 0.0466 -0.0133
C -1.4072 0.4190 1.3745 -0.0681 0.3406 0.1689
C -1.1664 0.7977 2.8041 -0.4023 -0.6446 0.3053
C -1.4453 0.1432 3.9685 0.0142 0.2351 -0.6297
C -0.9681 0.9742 5.0118 0.2082 0.4474 -0.0853
C -0.4419 2.0692 4.4027 -0.0891 -0.2576 0.7483
O -0.5595 1.9725 3.0682 -0.0366 0.2239 -0.4061
H 0.0226 2.9536 4.7902 0.0947 0.1568 -0.0414
H -1.0155 0.7783 6.0631 0.0274 0.0394 0.2474
H -1.9305 -0.8066 4.0695 -0.0856 -0.2385 -0.0483
H -0.8885 1.1409 0.7395 -0.1971 -0.0428 -0.0170
H -2.4723 0.4856 1.1521 0.1469 0.0289 -0.0415
C 0.5175 -1.1266 0.9489 -0.1947 -0.3245 0.0512
C 1.3519 -0.0245 1.5436 0.1675 0.1492 0.0376
C 1.5994 1.1218 0.7920 0.0946 -0.0290 0.0937
C 2.3409 2.1645 1.3144 -0.0072 0.0604 -0.0513
C 2.8489 2.0668 2.5976 0.0281 0.0222 0.0006
C 2.6170 0.9259 3.3435 0.0127 0.0447 0.0148
C 1.8737 -0.1330 2.8362 -0.0168 -0.0035 -0.0421
C 1.6519 -1.3538 3.6773 0.0091 -0.0330 -0.0314
H 2.1583 -2.2182 3.2466 0.0023 -0.1043 0.0210
H 0.5919 -1.5871 3.7553 -0.0530 -0.0741 0.0225
H 2.0425 -1.1967 4.6795 0.0082 -0.0239 0.0656
H 3.0151 0.8542 4.3456 0.0325 -0.0291 0.1007
H 3.4244 2.8777 3.0189 0.0667 0.0727 0.0339
H 2.5157 3.0492 0.7215 0.0183 0.0937 -0.0638
H 1.2023 1.1967 -0.2112 -0.0397 0.0280 -0.1074
C 0.8292 -1.3768 -0.5411 0.5186 -0.0063 0.6723
O -0.0475 -1.5931 -1.3579 -0.1393 -0.0954 -0.5381
N 2.1385 -1.3959 -0.8212 0.2124 -0.0935 0.1193
H 2.7801 -1.1864 -0.0734 -0.1276 0.0628 -0.0193
C 2.6898 -1.5738 -2.1562 -0.1108 -0.1276 -0.1434
C 2.1305 -0.5596 -3.1809 -0.1086 0.0472 -0.0372
H 1.4575 0.1532 -2.7077 0.0945 0.0679 -0.0004
H 2.9542 -0.0072 -3.6338 0.0361 0.0399 -0.0162
C 1.4058 -1.3972 -4.2355 0.1155 0.0760 -0.1130
H 1.4015 -0.9179 -5.2131 -0.0671 0.0232 -0.0529
H 0.3772 -1.5649 -3.9192 -0.0600 0.0104 -0.0321
C 2.1618 -2.7217 -4.2258 -0.1171 -0.0365 0.0730
H 3.1216 -2.6126 -4.7350 0.0443 -0.0209 -0.0790
H 1.6067 -3.5285 -4.7008 0.0460 -0.0681 -0.0744
C 2.3790 -2.9670 -2.7362 0.1555 -0.0589 -0.0758
H 1.4557 -3.3342 -2.2903 0.0072 -0.0388 0.0236
H 3.1744 -3.6824 -2.5317 0.0027 -0.0530 0.0685
H 3.7693 -1.4418 -2.0499 -0.1094 -0.0097 0.0264
H 0.7345 -2.0838 1.4434 0.0146 0.2375 -0.1337
H -3.6092 -1.1402 1.5380 -0.0535 0.0113 0.0035
H -3.5938 -2.8791 1.2215 0.1030 0.1250 0.0280
H -1.4830 -0.6812 -1.5132 -0.1466 -0.0081 0.0713
H -3.5956 2.5709 -2.0625 -0.2082 0.0972 0.0009
H -1.1414 5.4461 -1.9858 -0.0111 0.0791 0.0268
H -2.7209 5.1534 -2.7405 -0.0345 0.0306 -0.0057
H -1.2293 5.0325 -3.6956 -0.0155 0.0589 -0.0582



(2)
75
Properties=species:S:1:pos:R:3:forces:R:3 method="wB97M-V/def2-TZVPD" mol_weight_g_mol=761.41 total_charge=-2 max_force_ha_per_bohr=0.0515 orbital_gap_ev=3.7604 e_tot_ev=-88985.595 lumo_energy_ev=3.8 multiplicity=1 homo_energy_ev=0.06 relative_energy_kj_mol=224.2
Sn 0.4512 -0.2226 -0.1080 -1.2230 -1.7054 1.6150
C -0.7919 4.2984 1.2246 -0.1099 0.6015 0.1607
C -0.6393 2.9516 0.9184 0.4110 -0.6729 -0.5407
N 0.2694 2.5012 0.0657 0.1475 0.8221 0.1411
C 1.1446 3.3826 -0.4780 -0.2198 0.4834 0.1673
C 1.0807 4.7761 -0.2035 -0.5588 -0.7773 0.2477
C 0.0522 5.2161 0.6539 0.1721 -0.2075 -0.0642
C 2.0188 5.6653 -0.7825 0.7740 0.2332 -0.5201
C 3.0177 5.2103 -1.5874 -0.4345 0.7740 0.4830
C 3.1172 3.8374 -1.9056 -0.0319 -0.9698 -0.0901
C 4.1269 3.3166 -2.7457 -0.2258 0.1738 0.1980
C 4.1367 1.9826 -3.0436 0.1764 0.0124 -0.1396
C 3.1322 1.1619 -2.5136 -0.1806 0.1020 0.2072
N 2.1928 1.6227 -1.7220 -0.0220 -0.3223 -0.0839
C 2.1727 2.9124 -1.3885 0.3421 0.5034 -0.1977
H -1.5773 4.6099 1.8999 -0.0040 -0.0310 0.0156
H -1.2694 2.1841 1.3519 -0.0930 0.0051 0.0869
H -0.0449 6.2752 0.8608 -0.0069 0.0252 0.0379
H 1.9384 6.7243 -0.5652 -0.0086 0.0038 0.0581
H 3.7482 5.9020 -1.9916 -0.0002 -0.0095 -0.0446
H 4.8853 3.9881 -3.1330 -0.0061 -0.0109 -0.0328
H 4.9009 1.5568 -3.6802 0.0162 -0.0122 0.0248
H 3.1002 0.0999 -2.7313 -0.0097 -0.0464 0.0468
C 0.0888 -2.4095 3.2782 0.0362 0.2775 -0.4094
Si -0.6517 -0.7704 2.5937 0.2681 0.3508 0.1729
C -0.1890 0.5149 3.9921 -0.0779 -0.2121 -0.2806
C -2.5590 -1.0520 2.8974 0.3088 0.1411 -0.4813
C -3.0878 -1.1734 4.1830 0.0598 0.0015 0.0709
C -4.4415 -1.3926 4.3960 -0.0422 0.0045 0.1111
C -5.2977 -1.4894 3.3083 -0.0665 0.0018 -0.0512
C -4.7857 -1.3769 2.0220 -0.0660 -0.0024 -0.0056
C -3.4267 -1.1595 1.7860 0.3745 0.0109 -0.1579
Si -2.6448 -0.9810 0.0003 -0.1274 -0.0950 -0.2821
C -3.4984 0.6879 -0.5228 0.0412 -0.1131 0.0498
C -3.7318 -2.2350 -1.0381 0.0333 0.1889 0.1867
H -0.2663 -2.6574 4.2834 -0.1048 0.1250 0.0347
H 1.1773 -2.3285 3.2952 0.0632 -0.0109 0.0044
H -0.1625 -3.2297 2.6042 0.0077 -0.0452 -0.0233
H -0.1768 0.0728 4.9943 -0.0527 -0.0303 0.0319
H -0.8855 1.3589 4.0048 -0.0572 0.0375 -0.0080
H 0.8091 0.9070 3.7874 0.0751 -0.0231 -0.0140
H -2.4229 -1.1072 5.0399 0.0094 0.0234 0.0345
H -4.8315 -1.4911 5.4052 0.0174 0.0105 0.0082
H -6.3613 -1.6492 3.4636 0.0068 -0.0245 -0.0046
H -5.4705 -1.4608 1.1820 0.0003 0.0075 -0.0311
H -4.5851 0.6717 -0.3821 -0.0790 -0.0111 0.0366
H -3.2905 0.9248 -1.5682 -0.0065 -0.0173 -0.0775
H -3.0996 1.5121 0.0747 -0.0262 0.1024 0.0600
H -4.8108 -2.1212 -0.8747 -0.0555 0.0383 0.0060
H -3.4672 -3.2674 -0.7988 0.0480 -0.0376 0.0221
H -3.5491 -2.0871 -2.1061 0.0377 0.0224 -0.0565
O 2.1299 -3.2352 -2.0298 0.1679 -0.1236 0.0872
P 2.2835 -2.9893 -0.4219 -0.3856 -0.4144 -0.7200
O 2.9725 -4.1693 0.1734 0.2173 0.0840 0.1766
O 0.9438 -2.5865 0.1046 0.0209 0.4002 -0.0741
O 3.2781 -1.7116 -0.4484 0.0572 -0.0658 0.6818
P 3.6089 -0.9274 0.9919 0.0793 0.4438 0.1064
O 3.6945 -2.1411 2.0547 -0.1176 -0.1307 -0.5566
O 4.9139 -0.2484 0.8636 0.1611 0.0201 -0.1561
O 2.3826 -0.0960 1.2890 0.2247 -0.0590 -0.0782
H 2.7694 -3.9233 -2.2509 -0.0725 0.0754 -0.0393
H 3.4338 -2.9830 1.6169 0.2033 -0.0667 0.3189
N -1.1653 2.4183 -2.8597 0.0630 0.3754 0.1733
C -1.2406 1.2451 -3.5537 -0.1691 -0.6872 -0.3366
C -1.6550 1.2089 -4.8958 0.0623 0.1144 -0.0824
C -1.8562 -0.0179 -5.4932 0.1019 -0.0067 0.1676
C -1.6283 -1.1758 -4.7584 -0.0175 -0.1214 -0.1517
C -1.1717 -1.0408 -3.4584 0.1539 0.0563 0.1745
N -0.9745 0.1306 -2.8669 -0.2691 0.5369 -0.5182
H -0.9577 3.2681 -3.3536 0.0040 -0.0530 -0.0396
H -0.7643 2.3292 -1.9407 0.1035 -0.0265 0.1156
H -1.8171 2.1288 -5.4452 -0.0666 0.0348 0.0365
H -2.1877 -0.0720 -6.5235 -0.0154 -0.0002 -0.0075
H -1.7900 -2.1559 -5.1849 0.0208 -0.0215 0.0070
H -0.9316 -1.8998 -2.8379 -0.0584 -0.0604 -0.0085



(3)
84
Properties=species:S:1:pos:R:3:forces:R:3 method="wB97M-V/def2-TZVPD" mol_weight_g_mol=1010.72 total_charge=0 max_force_ha_per_bohr=0.2056 orbital_gap_ev=6.0459 e_tot_ev=-232409.253 lumo_energy_ev=-2.3 multiplicity=1 homo_energy_ev=-8.39 smiles="CCCC[C@@]1(N(C(=O)F)C(=O)F)O[C@@](O)(Cl)[C@H](I)[N@H+](CC(=O)OC(C)=O)[C@@]1(CC[C@@](F)(Br)C(F)(F)Br)C(=O)[O-].O=C1CCCO1.O=C1CCCO1" relative_energy_kj_mol=1316.7
C 4.5272 -1.4436 2.7353 -0.8087 -1.0290 1.5587
C 3.9403 -2.5876 1.7334 0.9825 0.3926 -1.1501
C 2.8666 -2.0092 0.5822 0.9464 -1.6074 -0.1876
C 1.4057 -2.5341 1.0384 1.5690 -0.3186 0.8501
C 0.0506 -1.8804 0.4187 0.3767 -1.8861 2.4483
N -0.0946 -1.8340 -1.0672 -0.6162 -1.1612 -2.6776
C 0.8553 -1.2525 -1.9774 7.7157 -1.0536 -5.5427
O 2.0334 -1.7254 -2.4763 -8.9725 3.2366 4.2480
F 0.4504 -0.0165 -2.7580 0.1760 -3.3688 2.9651
C -0.4895 -3.1989 -1.6671 4.4601 -7.4577 -1.7768
O 0.4096 -4.2048 -1.8596 -6.9195 7.8614 1.4449
F -1.8769 -3.5135 -2.1471 4.2887 2.1732 1.9513
O -0.8729 -3.0639 0.6294 -1.3306 1.7681 2.2667
C -1.5152 -3.1765 1.8794 -3.1195 -2.2276 0.6015
O -2.7657 -3.9822 1.6294 2.3725 0.2546 0.2789
Cl -0.6341 -4.2222 3.1901 -0.2145 1.0508 -1.2069
C -2.0424 -1.8515 2.6603 1.4471 -1.3682 0.8575
I -4.0353 -2.1013 3.6383 1.3029 0.4203 -0.7447
N -1.9908 -0.7040 1.6660 -0.9425 0.3156 0.6195
C -3.0175 -0.8011 0.5475 -2.2817 -1.2796 -2.7939
C -3.9867 0.4920 0.3370 -0.9646 6.4815 2.0034
O -3.9945 1.6539 0.9809 0.7793 -8.1648 -3.5428
O -4.9768 0.3807 -0.7880 3.8125 0.8036 0.0890
C -4.5150 1.2732 -1.9003 -0.8038 7.3691 -0.7233
C -3.7736 0.6236 -3.2416 -0.9915 -0.3662 1.0305
O -4.7249 2.6036 -1.8340 1.3172 -9.3733 -0.1074
C -0.5318 -0.5193 1.1737 1.2396 2.2718 -0.9173
C -0.6343 0.8160 0.1792 -0.7120 0.9497 0.3681
C 0.7361 1.6326 -0.0808 0.7424 0.0823 -1.1164
C 0.9709 3.0016 0.7822 -0.7121 0.5594 0.0511
F 0.1233 3.1703 1.9785 2.2747 -0.6416 -3.2897
Br 2.9692 3.0963 1.1906 -1.9680 -0.1210 0.3044
C 0.7002 4.3636 -0.1512 -0.6776 1.9495 2.0058
F -0.6988 4.4882 -0.6153 4.1162 -0.4963 1.3051
F 0.9588 5.5362 0.7657 -1.1734 -3.3083 -2.7802
Br 2.0561 4.5658 -1.6391 -1.8963 -0.1324 1.0461
C 0.3410 0.0569 2.4320 5.9711 3.7367 7.2363
O -0.1909 0.5795 3.5799 -0.4471 -3.3921 -6.4724
O 1.8237 0.2301 2.5136 -7.5407 -1.9574 -2.8620
H 5.4853 -1.8952 3.2611 -1.7856 1.0633 -1.1580
H 4.7683 -0.4084 2.2481 -0.5650 -2.1587 0.7570
H 3.7300 -1.2995 3.6122 1.7796 0.1235 -1.9892
H 4.8853 -3.0387 1.1588 -2.3834 1.0903 1.2376
H 3.4356 -3.5138 2.2665 1.0110 2.0206 -0.7279
H 2.9810 -0.8579 0.4038 -0.3297 -2.2704 0.5604
H 3.1758 -2.6557 -0.3753 -0.9476 2.0522 2.0715
H 1.3960 -2.4918 2.2342 -0.4947 0.4228 -2.6782
H 1.4369 -3.7115 0.8188 -0.5690 2.7183 0.0929
H -2.8116 -4.7474 2.2752 0.4181 1.3562 -1.0404
H -1.3526 -1.7340 3.6026 -1.1424 0.7412 -2.2575
H -2.3167 0.1421 2.2267 1.2511 -0.4581 -0.3984
H -2.5345 -1.0268 -0.5224 -0.7672 0.6706 2.5567
H -3.7595 -1.7316 0.6697 1.7292 2.0185 0.1638
H -2.7684 0.1500 -2.8748 -1.8318 0.8605 -0.8261
H -3.6031 1.4547 -4.0663 -0.4342 -1.7161 2.1317
H -4.4897 -0.2305 -3.6455 1.6346 1.7653 0.8434
H -1.1178 0.5933 -0.8613 1.0118 0.0936 1.9899
H -1.4014 1.5385 0.7394 1.7510 -1.4460 -1.1241
H 1.7291 0.9785 0.0071 -2.4162 1.3051 0.1862
H 0.7195 1.9879 -1.2215 -0.0620 -0.7005 2.5252
O 4.7087 -3.9252 -0.7484 0.4996 0.0747 -2.3062
C 4.8285 -3.9650 -1.9617 -0.4099 0.1044 1.7425
O 4.8535 -2.8645 -2.7694 0.0972 -0.4322 0.9263
C 4.8945 -3.2846 -4.1323 -0.0532 0.3256 -0.6986
C 5.4408 -4.6880 -4.0997 0.4077 -0.5282 -0.6510
C 4.9221 -5.2138 -2.7852 0.3587 -0.3051 -0.2451
H 3.8795 -3.2430 -4.5413 0.0540 0.0263 0.0662
H 5.5361 -2.6103 -4.7069 -0.1941 0.0681 0.2597
H 5.1372 -5.2882 -4.9615 0.0462 0.1556 0.0718
H 6.5369 -4.6589 -4.0767 -0.1756 0.0074 -0.0492
H 3.9248 -5.6507 -2.8866 0.0643 -0.0143 0.1701
H 5.6154 -5.9299 -2.3380 -0.3923 0.0551 0.1760
O -3.0805 9.0742 2.1845 -1.3352 -1.5302 -0.4470
C -3.5945 8.0400 1.7916 1.0957 1.7734 0.9151
O -4.8509 7.6273 2.1313 0.4908 0.6191 0.0202
C -5.0818 6.3302 1.5837 -0.5136 -0.5287 0.0111
C -4.1095 6.2022 0.4404 0.0458 -0.5999 -0.7451
C -2.9347 7.0210 0.9127 -0.0097 -0.1602 -0.4951
H -4.9045 5.5843 2.3656 -0.0098 0.0569 -0.0433
H -6.1197 6.2513 1.2474 0.1169 0.1565 0.2456
H -3.8543 5.1653 0.2063 -0.1302 0.1091 0.0398
H -4.5356 6.6579 -0.4618 0.0285 -0.1130 0.1353
H -2.2400 6.4272 1.5131 0.0777 0.1623 -0.0581
H -2.4160 7.4973 0.0775 0.1854 -0.0005 0.4039